No. 1
Below is a single C4H7NO2 molecule, with properties calculated with ωB97M-V/def2-TZVPD.

Frontier orbital gap ... 10.05 eV
Structure (SMILES) ... [H]/N=C(\C)OCC=O
ΔE to the lowest compared entry with this formula, charge and spin ... 160.31 kJ/mol

Element x y z (Å)
C1 -2.1997 -0.1567 -0.1478
C2 -0.7178 0.0326 -0.0647
N1 -0.0988 1.1226 -0.2284
O1 -0.0065 -1.0768 0.2145
C3 1.3734 -0.7964 0.5467
C4 2.0060 0.3637 -0.2338
O2 2.7378 1.1622 0.2994
H1 -2.5744 -0.7362 0.6992
H2 -2.6388 0.8424 -0.1318
H3 -2.4869 -0.6635 -1.0735
H4 -0.6732 1.9153 -0.4761
H5 1.4565 -0.5819 1.6182
H6 1.9205 -1.7142 0.3140
H7 1.9020 0.2869 -1.3357

Atomic forces in eV per Å
0.0 0.0 0.0
0.0 0.3 0.0
-0.2 -0.1 0.0
0.1 0.2 0.0
0.0 0.1 0.1
0.2 -0.1 0.1
0.1 -0.4 -0.2
0.1 0.0 -0.1
-0.2 -0.2 0.0
0.1 0.0 0.1
-0.2 0.0 0.1
-0.1 0.0 -0.2
-0.1 0.1 0.0
0.1 0.1 0.2



No. 2
Below is a single C4H7NO2 molecule, with properties calculated with ωB97M-V/def2-TZVPD.

Frontier orbital gap ... 8.66 eV
Structure (SMILES) ... ONC1=C(O)CC1
ΔE to the lowest compared entry with this formula, charge and spin ... 382.25 kJ/mol

Element x y z (Å)
O1 -1.6031 -1.4973 -0.9323
N1 -1.4052 -0.0791 -1.0767
C1 -0.3308 0.2081 -0.1994
C2 0.2020 1.5024 0.3458
C3 1.3229 0.6154 0.9986
C4 0.5904 -0.5530 0.3943
O2 0.7903 -1.8806 0.5068
H1 -2.3099 -1.6879 -1.5640
H2 -0.4688 1.9687 1.0767
H3 0.5384 2.2599 -0.3762
H4 1.3222 0.6366 2.0910
H5 2.3351 0.7934 0.6105
H6 -0.9714 -0.0065 -2.0016
H7 -0.0122 -2.2800 0.1264

Atomic forces in eV per Å
-0.3 -0.4 -0.3
0.3 0.2 -0.3
0.2 -0.1 -0.1
-0.1 0.2 0.0
0.1 -0.1 0.2
-0.2 0.3 -0.1
-0.1 0.0 0.0
0.0 0.0 0.3
0.2 0.0 -0.1
0.0 -0.2 0.2
0.1 0.1 -0.1
-0.3 -0.1 0.1
-0.3 0.2 -0.1
0.3 -0.1 0.0



No. 3
Below is a single C4H7NO2 molecule, with properties calculated with ωB97M-V/def2-TZVPD.

Frontier orbital gap ... 9.41 eV
Structure (SMILES) ... C[C@@]12CN[C@]1(O)O2
ΔE to the lowest compared entry with this formula, charge and spin ... 328.64 kJ/mol

Element x y z (Å)
C1 -0.4881 -0.1044 0.9181
C2 0.8112 1.1805 -0.1215
C3 -0.0270 -1.0324 -1.5571
N1 -0.1787 1.2598 0.9613
C4 0.3706 -0.4262 -0.2462
O1 -1.6201 -0.6233 1.4007
O2 0.7913 -1.1126 0.8456
H1 -1.7155 -0.4366 2.3487
H2 0.0182 1.7242 1.8412
H3 0.5486 1.8328 -0.9505
H4 1.8468 1.2846 0.1891
H5 -0.7690 -0.4071 -2.0485
H6 0.8543 -1.1160 -2.1915
H7 -0.4426 -2.0235 -1.3894

Atomic forces in eV per Å
1.0 -0.4 -1.4
-0.1 -1.9 -0.1
0.6 -0.2 0.3
0.0 -0.1 0.8
-2.0 2.8 -0.7
-0.1 -0.3 0.3
0.1 0.4 1.6
0.1 -0.1 -0.3
0.2 -0.1 -0.1
0.1 -0.1 -0.1
0.1 0.1 0.0
0.0 0.1 0.0
0.0 -0.1 -0.2
0.0 -0.1 0.0



No. 4
Below is a single C4H7NO2 molecule, with properties calculated with ωB97M-V/def2-TZVPD.

Frontier orbital gap ... 10.35 eV
Structure (SMILES) ... COCC=C=NO
ΔE to the lowest compared entry with this formula, charge and spin ... 419.36 kJ/mol

Element x y z (Å)
C1 -0.3079 -1.8218 -0.3534
C2 -0.1703 1.4893 0.2442
N1 -0.8089 2.1102 1.1021
O1 -2.1327 1.7000 1.2675
C3 0.6478 0.9482 -0.6234
C4 1.4767 -0.2828 -0.3361
O2 0.9289 -1.4434 -0.9138
H1 -1.1405 -1.1998 -0.7110
H2 -0.4813 -2.8584 -0.6504
H3 -0.2859 -1.7596 0.7457
H4 -2.4620 2.3554 1.8976
H5 0.6629 1.3475 -1.6350
H6 2.4692 -0.1731 -0.7846
H7 1.6039 -0.4117 0.7505

Atomic forces in eV per Å
-0.3 -0.1 0.1
0.0 0.2 0.2
0.6 -0.2 -0.4
-0.3 0.1 0.1
-0.2 0.1 0.1
0.1 0.2 0.1
0.1 -0.1 -0.1
0.2 -0.1 0.0
0.0 0.1 0.0
0.0 0.0 -0.1
0.0 -0.2 -0.1
0.0 0.0 0.1
-0.2 0.0 0.1
-0.1 0.0 -0.2



No. 5
Below is a single C4H7NO2 molecule, with properties calculated with ωB97M-V/def2-TZVPD.

Frontier orbital gap ... 9.67 eV
Structure (SMILES) ... O=C[C@]1(CO)CN1
ΔE to the lowest compared entry with this formula, charge and spin ... 430.45 kJ/mol

Element x y z (Å)
O1 2.1567 -0.2729 0.1301
C1 1.1522 0.2143 -0.7128
C2 -0.2145 0.0370 -0.0723
C3 -0.5085 -1.2933 0.9556
N1 -0.2475 0.0603 1.3540
C4 -1.3531 0.7915 -0.7333
O2 -2.3150 1.1993 -0.1216
H1 1.8890 0.0018 1.0246
H2 1.2785 1.2956 -0.9118
H3 1.2370 -0.3061 -1.6762
H4 0.4060 -1.8868 0.9143
H5 -1.1095 -1.2945 -0.0143
H6 -1.1033 0.5120 1.6576
H7 -1.2353 1.0024 -1.8188

Atomic forces in eV per Å
0.1 0.1 0.2
-0.1 0.1 -0.1
0.8 1.1 0.6
0.5 0.6 -2.8
-0.4 0.4 0.1
0.0 -0.3 0.2
0.5 -0.4 -0.3
0.2 -0.1 -0.1
0.1 -0.2 0.0
-0.1 0.1 0.2
-0.3 -0.1 0.0
-1.2 -1.6 1.5
-0.1 0.2 0.1
0.0 -0.1 0.3



No. 6
Below is a 2-piece molecular cluster, C4H7NO2 overall, with properties calculated with ωB97M-V/def2-TZVPD.

Frontier orbital gap ... 4.86 eV
ΔE to the lowest compared entry with this formula, charge and spin ... 690.04 kJ/mol

Element x y z (Å)
O1 -1.8025 0.1078 1.2323
C1 -1.9565 0.7754 0.2043
N1 -2.0908 0.3886 -1.0670
C2 0.6423 -0.3779 0.6827
C3 0.8008 0.1874 -0.6336
C4 2.0855 -0.6129 -0.0098
O2 2.9971 0.0037 0.5203
H1 -1.9398 1.8864 0.1443
H2 -2.6243 -0.4670 -1.1175
H3 0.6609 0.1367 1.6309
H4 0.0486 -1.2819 0.8086
H5 0.1973 -0.3853 -1.3420
H6 0.6958 1.2641 -0.6770
H7 2.2856 -1.6251 -0.3763

Atomic forces in eV per Å
0.2 -0.5 0.6
0.2 1.1 -2.1
-0.6 0.5 0.1
-3.2 0.8 0.4
-2.9 -0.2 2.1
3.1 -0.7 -0.2
-0.4 0.2 -0.3
0.5 0.0 1.1
0.6 -1.1 0.0
0.6 0.6 -0.3
0.6 -0.5 -0.4
0.5 -0.2 -0.5
1.1 0.1 -0.2
-0.4 0.0 -0.3



No. 7
Below is a single C4H7NO2 molecule, with properties calculated with ωB97M-V/def2-TZVPD.

Frontier orbital gap (spin up / spin down) ... 7.70 / 7.55 eV
ΔE to the lowest compared entry with this formula, charge and spin ... 550.67 kJ/mol

Element x y z (Å)
C1 1.4333 -1.0162 -0.1015
C2 0.7205 -0.3628 -1.2440
C3 0.0390 0.8201 -0.6123
C4 -1.6568 -0.4987 0.7463
N1 1.8769 -0.8441 1.0137
O1 0.7732 1.9538 -0.4670
O2 -1.0371 0.6947 0.4116
H1 1.5147 -0.1132 -1.9253
H2 0.0392 -1.0450 -1.7479
H3 -2.2610 -0.7910 -0.1451
H4 -2.2651 -0.1053 1.5638
H5 -0.8795 -1.2999 1.0156
H6 1.5102 -0.1061 1.6564
H7 0.1926 2.7138 -0.1643

Atomic forces in eV per Å
1.0 -1.1 -0.8
-1.2 0.7 1.6
-2.4 -0.4 0.0
0.5 -0.9 -0.9
-0.6 0.3 1.3
-1.0 0.6 0.9
4.1 2.3 -2.1
0.1 0.6 -0.4
0.0 0.0 0.2
0.1 -0.4 0.9
-0.3 -1.2 0.1
-1.5 0.9 -0.1
0.3 0.0 -0.5
0.8 -1.5 -0.4



No. 8
Below is a single C4H7NO2 molecule, with properties calculated with ωB97M-V/def2-TZVPD.

Frontier orbital gap ... 8.48 eV
Structure (SMILES) ... N/C=C\C(=O)CO
ΔE to the lowest compared entry with this formula, charge and spin ... 318.86 kJ/mol

Element x y z (Å)
C1 0.7332 1.2290 -0.6507
C2 0.6626 -0.3481 -1.2210
N1 -1.5259 -0.1048 1.1053
C3 -0.1017 -1.3207 -0.4995
C4 -0.5678 -0.9957 0.7477
O1 0.7496 1.5749 0.7096
O2 1.3625 -0.5923 -2.1921
H1 1.2169 0.8351 1.1485
H2 -2.1241 -0.3114 1.8993
H3 -1.8204 0.5407 0.3720
H4 1.7169 1.5579 -1.0245
H5 0.1137 1.9998 -1.1200
H6 -0.0370 -2.3556 -0.8246
H7 -0.3787 -1.7088 1.5500

Atomic forces in eV per Å
1.8 0.0 -1.7
-0.5 2.0 -0.5
1.0 0.2 -0.7
0.9 1.1 -0.2
-2.5 -1.6 0.9
-0.1 -1.5 1.1
-0.4 0.3 0.5
-0.2 0.8 0.0
0.6 0.5 -0.3
-0.2 -0.3 0.7
0.0 -0.6 -0.3
-0.8 -0.8 -0.3
0.8 0.0 0.6
-0.5 -0.3 0.0



No. 9
Below is a single C4H7NO2 molecule, with properties calculated with ωB97M-V/def2-TZVPD.

Frontier orbital gap ... 10.14 eV
Structure (SMILES) ... O=C1CNC[C@@H]1O
ΔE to the lowest compared entry with this formula, charge and spin ... 216.15 kJ/mol

Element x y z (Å)
O1 2.1862 0.0137 0.4684
C1 0.8020 0.0476 0.5408
C2 0.1811 1.1648 -0.3045
N1 -1.2209 0.8033 -0.2183
C3 -1.2972 -0.6125 -0.5740
C4 0.1197 -1.0784 -0.2409
O2 0.6917 -2.0589 -0.6530
H1 2.4117 -0.7445 -0.0899
H2 0.4595 -0.0339 1.5903
H3 0.5578 2.1658 -0.4162
H4 0.7180 1.0464 -1.3308
H5 -1.9447 1.4175 -0.5569
H6 -1.5039 -0.8138 -1.6368
H7 -2.0302 -1.1699 0.0253

Atomic forces in eV per Å
0.3 -0.4 -0.1
0.0 0.1 -0.2
1.0 -0.5 -2.1
0.1 0.2 0.0
0.0 -0.1 0.0
0.2 -0.3 0.0
-0.3 0.4 0.2
0.2 -0.1 0.1
0.0 0.6 -0.4
-0.7 1.2 2.2
-1.2 -1.3 0.4
0.3 -0.1 -0.3
0.1 0.0 0.1
0.1 0.2 -0.1



no.,F_max (eV Å⁻¹)
1,0.4
2,0.6
3,3.5
4,0.8
5,2.9
6,3.6
7,5.1
8,3.1
9,2.6